Record 1
This record from the Open Molecules 2025 dataset describes 3 unconnected molecules or ions with the total composition C7H20N4 at a distorted geometry. The level of theory is ωB97M-V with the def2-TZVPD basis set.

Structure (XYZ):
```
31
Properties=species:S:1:pos:R:3:forces:R:3:lowdin_charge:R:1
C 4.6676 0.3646 -0.7993 0.2 1.9 0.0 -0.30
C 3.6547 -0.5451 -0.2486 1.8 -1.3 3.0 -0.01
C 4.3030 1.3981 -1.8919 -0.2 -1.8 0.3 0.03
C -10.4468 1.3611 1.0769 -1.5 2.2 -1.9 -0.05
C 6.8599 1.2822 -0.6469 2.7 -1.9 2.6 -0.05
C -10.0164 -1.9441 -0.4529 -0.7 -1.7 0.3 0.02
C 7.1630 -0.9480 1.9751 1.0 -2.5 3.8 -0.18
N -10.1302 0.0234 0.8987 -0.8 -3.0 -0.1 0.07
N 5.7750 0.5448 -0.1929 -3.2 -0.7 -1.3 0.03
N -10.1814 -0.5254 -0.1985 1.5 -0.3 2.0 0.01
N 6.3381 -1.2278 0.8996 2.1 0.0 -2.1 0.13
H 3.7821 -0.4170 0.8544 -0.1 0.2 -0.5 0.11
H 3.9150 -1.6329 -0.2153 -0.5 0.8 -1.1 0.11
H 2.6685 -0.2398 -0.3827 -1.6 -0.1 -1.1 0.07
H 4.7332 2.3528 -1.6916 0.0 0.7 0.4 0.07
H 3.2188 1.4116 -1.9493 0.0 0.3 -0.2 0.09
H 4.7248 1.0937 -2.8459 -0.1 -0.3 -0.2 0.11
H -9.4493 1.7739 1.2835 -0.6 0.6 1.0 0.12
H -10.8390 1.9003 0.1055 0.7 -1.0 1.6 0.14
H -11.2925 1.3600 1.8600 1.8 0.5 -0.7 0.15
H 7.4558 1.3037 0.3107 0.3 0.7 -1.4 0.12
H 7.3647 0.6871 -1.3861 0.6 0.0 -0.4 0.11
H 6.6793 2.2320 -1.0171 -0.7 2.0 -0.5 0.08
H -10.9204 -2.1350 -1.1035 1.1 -0.5 0.7 0.13
H -9.0932 -2.1185 -0.9962 0.0 0.3 -0.5 0.10
H -9.9162 -2.6436 0.4435 -0.7 1.5 -0.9 0.14
H 7.4266 -1.9834 2.4936 -0.2 1.7 -0.9 0.14
H 8.1841 -0.4976 1.8540 -0.7 -0.3 -0.8 0.12
H 6.7210 -0.3988 2.8324 -0.3 0.1 -1.0 0.10
H -10.1461 0.0110 -1.0267 -0.8 1.3 -1.6 0.16
H 6.7965 -1.8435 0.1577 -1.0 0.5 1.4 0.14
```
Forces are in eV/Å.

For the HOMO energy (spin up / spin down), the calculation gives -14.3070 / -15.7278 eV. The frontier orbital gap (spin up / spin down) comes out at 7.4 / 7.8 eV. The total energy comes out at -496.9067 a.u. Its spin multiplicity is 3. The charge is +2.

---

Record 2
This record from the Open Molecules 2025 dataset describes 5 unconnected molecules or ions with the total composition C7H20O4 at a distorted geometry. The level of theory is ωB97M-V with the def2-TZVPD basis set.

Structure (XYZ):
```
31
Properties=species:S:1:pos:R:3:forces:R:3:lowdin_charge:R:1
C -0.0051 1.7629 1.8078 2.6 1.0 -0.1 -0.03
C 0.3273 1.2207 0.3526 -3.2 1.3 1.7 -0.34
C 1.5086 0.8807 -0.0161 3.9 1.1 3.2 0.00
C -2.0085 0.5590 -0.1694 2.6 1.4 1.1 -0.14
C -0.8214 1.0979 -0.5888 -2.0 -0.3 -0.3 -0.27
C -0.6570 1.5576 -2.0157 3.0 0.1 -1.3 -0.07
C -3.2629 0.4795 -0.9626 2.2 -3.5 -0.8 -0.07
H 0.5378 1.2589 2.6821 -0.5 0.4 -1.5 0.10
H 0.4212 2.8376 1.7797 -0.9 -1.5 0.3 0.10
H -1.0393 1.8187 2.1052 -0.4 0.0 -0.5 0.05
H 1.7972 0.4654 -0.8940 0.2 -0.9 -2.9 0.05
H 2.4060 0.8433 0.6946 -2.1 1.0 -0.9 0.09
H -1.9445 0.1737 0.8962 -0.8 0.5 -1.3 0.13
H -0.8993 2.5598 -2.2346 -0.1 2.0 0.8 0.06
H 0.4649 1.5049 -2.4152 -2.3 -0.2 1.0 0.13
H -1.2601 1.1751 -2.8175 -0.3 -1.5 0.2 0.06
H -3.3563 1.2104 -1.7314 -0.4 0.7 -0.2 0.07
H -3.1078 -0.5384 -1.5135 -0.8 1.6 0.6 0.11
H -4.0315 0.3151 -0.2720 -1.7 0.3 0.5 0.05
H 3.6121 -1.3776 -0.0267 -1.1 0.5 2.1 0.13
H 3.8046 -0.2072 0.8225 1.0 1.6 0.6 0.02
O 3.2470 -0.9552 0.8349 1.0 -3.2 -2.7 -0.08
H 0.7308 -1.8209 2.0039 0.9 -1.7 2.4 0.02
H 1.8000 -2.7203 1.7786 0.9 -0.9 0.1 -0.01
O 1.3907 -2.3775 2.5675 -1.6 1.4 -0.8 -0.11
H -0.9836 -1.1419 -1.4700 0.4 0.2 -1.0 0.02
H -1.5426 -2.0124 -2.5886 1.1 1.6 -0.1 0.08
O -1.0279 -1.1546 -2.4609 -1.2 -2.5 0.8 -0.11
H 1.2851 -1.3305 0.6197 -2.8 0.2 -1.0 0.08
H -0.1295 -0.7486 0.9145 -0.7 1.5 0.5 -0.02
O 0.2589 -1.4645 0.4609 3.1 -1.9 -0.7 -0.08
```
Forces are in eV/Å.

For the HOMO energy, the calculation gives -8.5020 eV. The frontier orbital gap comes out at 8.8 eV. The total energy comes out at -579.5102 a.u. As for the structure (SMILES): C=C(C)/C(C)=C/C.O.O.O.O.

---

Number 1: molar mass 160.3 u. Number 2: molar mass 168.2 u.